No. 1
{
  "formula": "C44H42IrN9O3PS2",
  "method": "wB97M-V/def2-TZVPD",
  "symbols": ["Ir", "S", "N", "C", "C", "C", "C", "C", "N", "C", "C", "N", "C", "C", "C", "C", "C", "N", "H", "H", "H", "H", "H", "H", "C", "C", "N", "C", "C", "C", "S", "N", "C", "O", "C", "C", "C", "C", "C", "C", "H", "H", "H", "H", "H", "H", "H", "H", "H", "H", "H", "H", "H", "H", "H", "C", "O", "C", "O", "N", "N", "H", "H", "H", "H", "H", "H", "N", "P", "C", "C", "C", "C", "C", "C", "C", "C", "C", "C", "C", "C", "C", "C", "C", "C", "C", "C", "H", "H", "H", "H", "H", "H", "H", "H", "H", "H", "H", "H", "H", "H", "H"],
  "xyz": [[0.6455, -0.3964, 0.7318], [1.7402, -6.4277, -3.7795], [2.2296, -6.1895, -2.2647], [1.8595, -4.9641, -1.9303], [2.0984, -4.3241, -0.6517], [2.7682, -4.9184, 0.4192], [2.9318, -4.1968, 1.5821], [2.4295, -2.8986, 1.6535], [1.7969, -2.3269, 0.6386], [1.6232, -3.0223, -0.4915], [0.9085, -2.3275, -1.5538], [0.4798, -1.0759, -1.2674], [-0.1456, -0.3816, -2.2152], [-0.4129, -0.9283, -3.4787], [0.0042, -2.2023, -3.7616], [0.6918, -2.9296, -2.7864], [1.1796, -4.2816, -2.9701], [1.0466, -5.0027, -4.0714], [3.1450, -5.9277, 0.3196], [3.4444, -4.6193, 2.4352], [2.5339, -2.3023, 2.5517], [-0.2880, 1.1999, -0.9175], [-0.9588, -0.3598, -4.2202], [-0.1967, -2.6530, -4.7245], [0.0327, -3.7883, 5.2375], [-1.3656, -3.3707, 4.8114], [-1.4716, -3.0625, 3.3749], [-2.1601, -4.0646, 2.5540], [-1.4267, -5.3963, 2.5251], [-1.0265, -1.9020, 2.9067], [-1.2707, -1.5048, 1.2249], [-0.4897, -1.0844, 3.8189], [0.1753, 0.0249, 3.6371], [0.7360, 0.4476, 2.5620], [0.3636, 0.8950, 4.8303], [-0.1658, 0.5212, 6.0634], [0.0061, 1.3324, 7.1728], [0.7068, 2.5247, 7.0615], [1.2428, 2.9024, 5.8373], [1.0750, 2.0896, 4.7293], [0.0367, -4.0271, 6.3011], [0.7404, -2.9776, 5.0693], [0.3683, -4.6708, 4.6928], [-1.6834, -2.4899, 5.3664], [-2.0830, -4.1667, 5.0068], [-2.2547, -3.6767, 1.5461], [-3.1690, -4.1831, 2.9566], [-0.4217, -5.2724, 2.1131], [-1.9719, -6.0947, 1.8910], [-1.3433, -5.8465, 3.5135], [-0.7108, -0.4083, 6.1414], [-0.4064, 1.0339, 8.1270], [0.8400, 3.1573, 7.9288], [1.7976, 3.8275, 5.7529], [1.5150, 2.3684, 3.7815], [4.9972, 0.9850, 0.9246], [4.0451, 2.0621, 1.0468], [2.7978, 1.7886, 0.7152], [2.4529, 0.7073, 0.2313], [1.9893, 2.8395, 0.9283], [0.6140, 2.7300, 0.6835], [5.9491, 1.4169, 1.2111], [5.0292, 0.6259, -0.1006], [4.7261, 0.1747, 1.5978], [2.3495, 3.5828, 1.5106], [0.2769, 3.6349, 0.3709], [0.1385, 2.4568, 1.5412], [-0.5595, 0.8994, -1.8650], [-1.1627, 2.0608, -2.8919], [-1.2511, 3.5663, -1.9402], [-0.2813, 4.5586, -2.0693], [-0.3654, 5.7003, -1.2854], [-1.4098, 5.8471, -0.3812], [-2.3806, 4.8584, -0.2568], [-2.3080, 3.7179, -1.0396], [-0.0486, 2.2381, -4.2750], [-0.5122, 2.4038, -5.5785], [0.3978, 2.5549, -6.6140], [1.7597, 2.5376, -6.3512], [2.2240, 2.3628, -5.0525], [1.3246, 2.2096, -4.0125], [-2.8132, 1.6243, -3.3928], [-3.3641, 0.3974, -3.0311], [-4.6647, 0.0962, -3.4060], [-5.4091, 1.0148, -4.1318], [-4.8661, 2.2475, -4.4775], [-3.5709, 2.5590, -4.1056], [0.5242, 4.4533, -2.7845], [0.3751, 6.4814, -1.3918], [-1.4773, 6.7441, 0.2204], [-3.2002, 4.9845, 0.4376], [-3.0736, 2.9550, -0.9577], [-1.5713, 2.3990, -5.7947], [0.0412, 2.6812, -7.6270], [2.4652, 2.6539, -7.1629], [3.2870, 2.3407, -4.8542], [1.6875, 2.0576, -3.0018], [-2.7929, -0.3142, -2.4463], [-5.0978, -0.8537, -3.1245], [-6.4234, 0.7757, -4.4216], [-5.4566, 2.9676, -5.0271], [-3.1619, 3.5332, -4.3491]],
  "atomic_forces_ev_per_a": [[-0.06, -0.01, -0.87], [0.00, 0.01, 0.01], [0.00, -0.01, 0.00], [0.01, -0.01, 0.01], [-0.01, 0.01, -0.01], [0.00, 0.01, 0.01], [0.02, -0.03, 0.01], [-0.02, -0.01, -0.06], [0.21, -0.10, 0.45], [-0.04, 0.06, -0.02], [0.03, -0.04, -0.02], [-0.08, 0.25, 0.32], [-0.08, -0.02, 0.03], [0.06, 0.02, -0.11], [0.01, -0.03, 0.00], [0.00, 0.04, 0.00], [-0.01, 0.00, 0.00], [0.00, 0.00, -0.01], [0.00, 0.00, 0.00], [-0.01, 0.00, -0.01], [0.00, 0.01, 0.01], [0.00, -0.07, -0.08], [0.08, -0.02, 0.04], [0.01, -0.01, 0.00], [0.00, 0.00, 0.01], [-0.01, 0.02, -0.01], [-0.12, -0.11, -0.02], [0.03, 0.00, 0.03], [0.04, 0.02, -0.03], [0.07, -0.01, -0.03], [-0.21, -0.03, 0.00], [-0.01, -0.11, 0.07], [0.08, 0.19, -0.01], [0.18, -0.10, 0.06], [-0.01, 0.01, 0.02], [-0.03, 0.01, 0.00], [-0.01, -0.01, 0.00], [0.00, 0.00, -0.01], [0.00, 0.00, 0.01], [0.03, -0.01, -0.02], [0.00, 0.00, 0.00], [0.00, 0.00, 0.01], [0.00, 0.00, -0.01], [0.00, -0.01, 0.00], [0.00, -0.01, 0.01], [-0.03, 0.01, 0.00], [0.02, -0.02, 0.02], [-0.03, 0.00, 0.02], [0.00, -0.01, 0.00], [0.00, 0.01, 0.01], [0.00, 0.01, 0.00], [0.00, 0.00, 0.00], [0.00, 0.00, 0.00], [0.00, 0.00, 0.00], [-0.01, 0.00, -0.03], [0.00, -0.01, 0.01], [-0.06, 0.02, -0.04], [0.02, 0.03, -0.08], [0.11, -0.16, 0.05], [-0.09, 0.09, 0.09], [0.00, 0.04, 0.09], [0.00, 0.00, 0.00], [0.00, 0.00, 0.00], [0.00, 0.00, -0.01], [-0.03, -0.01, 0.00], [0.00, -0.05, -0.01], [0.01, 0.06, 0.02], [0.07, 0.17, 0.04], [-0.03, 0.00, -0.02], [0.03, -0.05, 0.03], [0.00, 0.02, -0.04], [0.01, 0.00, -0.01], [-0.02, -0.02, 0.02], [0.02, 0.01, 0.00], [0.01, -0.02, 0.04], [0.01, -0.05, 0.03], [0.02, -0.02, 0.00], [0.00, 0.01, 0.00], [0.00, 0.00, 0.00], [0.01, 0.00, -0.01], [-0.01, -0.01, 0.00], [-0.01, 0.05, -0.04], [-0.04, -0.03, 0.05], [0.00, 0.00, -0.01], [0.01, 0.00, 0.00], [-0.01, -0.01, 0.00], [-0.01, 0.00, 0.01], [0.00, 0.00, 0.00], [0.00, 0.00, 0.00], [0.00, 0.00, 0.00], [0.01, 0.00, 0.00], [0.01, 0.00, 0.00], [-0.03, 0.00, 0.00], [0.00, 0.00, 0.00], [0.00, 0.00, 0.00], [0.00, 0.00, 0.00], [0.00, -0.01, 0.01], [-0.09, 0.05, -0.02], [-0.01, 0.00, 0.00], [0.00, 0.00, 0.00], [0.00, 0.00, 0.00], [0.01, 0.00, 0.00]],
  "e_above_lowest_kcal_mol": 0.0,
  "e_tot_ha": -3662.17095,
  "lumo_energy_ev": [-5.07, -5.06],
  "charge": 2,
  "spin_multiplicity": 2,
  "orbital_gap_ha": [0.2486, 0.2591]
}

No. 2
{
  "formula": "C44H42N3OPReSi",
  "method": "wB97M-V/def2-TZVPD",
  "symbols": ["Re", "N", "P", "C", "C", "C", "C", "C", "C", "C", "C", "C", "C", "C", "C", "C", "C", "C", "C", "C", "N", "H", "H", "H", "H", "H", "H", "H", "H", "H", "H", "H", "H", "H", "H", "H", "C", "N", "C", "C", "C", "C", "C", "C", "C", "C", "H", "H", "H", "H", "H", "H", "H", "H", "H", "H", "H", "H", "O", "Si", "C", "C", "C", "C", "C", "C", "C", "C", "C", "C", "C", "C", "C", "C", "C", "C", "C", "C", "H", "H", "H", "H", "H", "H", "H", "H", "H", "H", "H", "H", "H", "H", "H"],
  "xyz": [[-0.5419, -0.5383, -1.0888], [-0.3712, -3.6949, -0.7543], [-0.3734, -2.4290, 0.3568], [-1.7508, -2.7264, 1.3608], [-1.7280, -2.9321, 2.7294], [-2.8843, -3.2491, 3.4295], [-4.1479, -3.2911, 2.7492], [-4.1815, -3.0773, 1.3994], [-2.9813, -2.7483, 0.7176], [1.1629, -2.4524, 1.2410], [1.4055, -1.3757, 2.1076], [2.6318, -1.2947, 2.7715], [3.5743, -2.3080, 2.4920], [3.3454, -3.3883, 1.6693], [2.0887, -3.4478, 0.9735], [-0.4839, -3.4218, -2.1306], [-0.3950, -4.4597, -3.0322], [-0.4562, -4.2151, -4.3689], [-0.6652, -2.8606, -4.7972], [-0.5873, -1.8643, -3.8657], [-0.5338, -2.1582, -2.5434], [-0.6071, -4.6602, -0.5007], [-0.7454, -2.9657, 3.1330], [-2.7955, -3.4810, 4.5222], [-4.9171, -3.5865, 3.4277], [-5.0938, -3.1814, 0.7891], [-3.1579, -2.5308, -0.3373], [0.6349, -0.5605, 2.1412], [2.8506, -0.4294, 3.3702], [4.6393, -2.2221, 2.7885], [4.1196, -4.0579, 1.4135], [1.8422, -4.2368, 0.2325], [-0.2679, -5.5010, -2.6580], [-0.4002, -5.0542, -5.1053], [-0.8069, -2.6865, -5.8588], [-0.6495, -0.7577, -4.0902], [5.7474, -0.4613, -1.0413], [4.4920, -0.6251, -1.6451], [4.2694, -1.9200, -2.2405], [3.3038, -0.1537, -1.0216], [2.3574, 0.5064, -1.9620], [2.9037, 1.3145, -2.9271], [2.1119, 2.0240, -3.7900], [0.6905, 1.9948, -3.7281], [0.1256, 1.1239, -2.7909], [0.9942, 0.4018, -2.0266], [6.5145, -0.6161, -1.7583], [5.9169, -1.2167, -0.2315], [5.8423, 0.5406, -0.6373], [5.0916, -2.1594, -2.9531], [3.3843, -1.8208, -2.8702], [4.1279, -2.7133, -1.4073], [3.5086, 0.6397, -0.3152], [2.6403, -0.9014, -0.4289], [3.9786, 1.3158, -3.1335], [2.5975, 2.3824, -4.6709], [0.0597, 2.4552, -4.5024], [-0.9332, 0.8863, -2.8419], [-1.0591, 0.4626, 0.2966], [-1.3359, 2.0710, 0.9844], [-2.4350, 2.8447, -0.3163], [-2.5501, 4.2397, -0.4629], [-3.4821, 4.8514, -1.2982], [-4.1756, 3.9904, -2.1689], [-4.0637, 2.5937, -2.1240], [-3.1994, 2.0140, -1.1857], [-2.2580, 1.8444, 2.5426], [-2.6578, 0.5840, 2.9728], [-3.3898, 0.3859, 4.1118], [-3.6286, 1.5108, 4.9477], [-3.2464, 2.7978, 4.6288], [-2.5746, 2.9280, 3.3549], [0.2486, 2.9340, 1.1729], [0.9111, 2.9620, 2.4127], [2.1543, 3.6605, 2.5409], [2.6343, 4.3175, 1.4559], [1.9006, 4.3622, 0.2541], [0.7067, 3.6989, 0.0978], [-1.9105, 4.8162, 0.2151], [-3.5947, 5.9283, -1.2742], [-4.9697, 4.4070, -2.7935], [-4.7482, 2.0205, -2.7510], [-3.0939, 0.9037, -1.1256], [-2.3704, -0.3690, 2.5574], [-3.6368, -0.5835, 4.4517], [-4.2686, 1.4449, 5.8317], [-3.4236, 3.6446, 5.3007], [-2.4165, 3.9125, 2.8283], [0.4371, 2.4283, 3.2071], [2.7797, 3.6280, 3.4789], [3.5328, 4.9142, 1.5559], [2.3278, 4.9826, -0.5342], [0.3586, 3.7162, -0.9266]],
  "atomic_forces_ev_per_a": [[1.00, -1.01, -1.07], [-0.41, -0.04, -0.98], [0.79, -0.41, -0.84], [-1.87, 0.34, 0.08], [-0.05, -0.71, 0.08], [-0.23, 0.22, 0.07], [2.49, -0.40, 1.87], [0.32, 0.31, -1.27], [-1.85, -0.28, -0.03], [-0.15, 0.01, -0.01], [-0.08, 0.68, 0.18], [-0.58, -0.77, -1.16], [1.40, 0.55, 0.33], [-2.76, 0.88, -1.39], [1.14, -0.57, 0.68], [0.75, -0.12, 0.77], [0.14, -2.04, 0.27], [-0.67, 0.71, -1.22], [0.65, -1.25, -0.36], [-0.75, 0.79, -0.44], [0.22, 0.80, 0.53], [0.19, 0.65, 0.08], [0.48, 0.04, 1.01], [-0.30, 0.28, -1.21], [-1.07, -0.02, -0.39], [0.45, 0.21, 0.60], [0.61, -0.10, 0.02], [0.86, -0.75, 0.35], [0.23, 0.03, 0.22], [-0.95, 0.19, 0.44], [0.67, -0.73, -0.02], [0.44, 0.58, 0.69], [-0.09, 0.95, -0.30], [-0.06, 0.96, 0.72], [0.14, 0.32, 0.22], [0.14, -1.73, -0.06], [0.33, -0.42, 1.96], [-1.56, -0.36, -1.19], [0.35, -0.50, 0.19], [-1.47, -0.70, 1.58], [0.55, 0.23, -0.75], [0.75, 0.40, -0.76], [-1.87, -0.26, -0.80], [0.48, -0.14, -0.49], [0.95, 1.14, -1.41], [-0.77, -1.89, 2.13], [0.76, -0.06, -0.72], [0.06, 0.49, -0.15], [0.12, 0.11, 0.16], [-0.40, -0.14, 0.81], [-0.26, -0.43, 0.14], [0.23, 0.76, -1.41], [0.46, 0.12, 0.48], [1.36, 0.42, -0.57], [-0.33, -0.02, 0.50], [0.02, 0.94, -0.29], [0.46, 0.01, 0.52], [-0.70, 0.29, 0.04], [-0.77, 2.29, 2.23], [-0.85, -0.50, -0.95], [-0.24, -0.50, -1.35], [0.20, -0.24, 1.14], [0.59, -1.45, -0.45], [-0.91, 0.55, 0.45], [0.20, 0.44, 0.54], [0.32, 0.20, 0.06], [-0.13, -0.53, 0.74], [0.07, -1.32, 0.54], [0.32, 2.53, 1.25], [-1.14, -0.24, 0.34], [1.28, -0.25, -2.26], [-0.72, 1.51, -0.05], [-0.17, 0.30, 0.44], [1.12, 0.68, -1.08], [-0.79, -1.63, 1.70], [-0.20, 0.98, -0.99], [1.13, 0.79, 0.37], [1.74, -0.11, -0.28], [-0.37, 0.22, -0.36], [-0.15, -0.13, -0.25], [0.43, -0.06, -0.03], [0.45, -0.05, 0.12], [-0.36, 0.86, 0.04], [0.25, 0.18, -1.02], [-0.42, -0.82, 0.17], [0.44, -0.49, -0.06], [-0.04, -0.36, -0.50], [0.05, -0.66, 1.35], [0.09, -0.18, 0.70], [-1.08, 0.07, -0.99], [0.11, -0.17, -0.17], [-0.27, -0.27, -0.04], [-0.90, -0.20, 0.22]],
  "e_tot_ha": -2649.95188,
  "lumo_energy_ev": [-6.13, -7.39],
  "charge": 2,
  "spin_multiplicity": 4,
  "orbital_gap_ha": [0.2521, 0.2052]
}